# 1
C24H16Cl2MnN6O3SbSe4 | the ωB97M-V functional and the def2-TZVPD basis

The geometry in ORCA input format:
```
! wB97M-V def2-TZVPD RIJCOSX def2/J DEFGRID3
* xyz -1 6
H 2.74 0.27 2.71
C -0.18 -1.39 -4.54
H -1.55 -2.72 -3.51
N 1.27 -0.85 -0.01
H 3.90 -1.28 -2.04
H -0.04 -2.30 0.64
N -1.53 1.65 1.34
C 1.05 3.66 2.92
C 2.28 1.25 2.77
C -2.96 -0.25 0.81
C -4.50 0.11 3.06
C 1.34 -3.11 -0.80
H 2.78 0.41 -0.63
H 2.90 -3.60 -2.18
N -2.15 -0.31 -0.37
H -0.05 -2.02 -5.42
C 2.41 3.60 3.13
C 0.31 0.60 -3.32
H 4.12 2.28 3.19
Mn -0.61 0.87 -0.20
C -1.00 -1.79 -3.50
Cl -5.47 0.39 4.47
N -0.46 0.21 -2.32
Sb 2.65 4.09 -1.07
C -4.70 -1.00 2.26
C 0.78 -4.51 -0.83
H -3.36 1.88 3.41
C 3.05 2.37 3.07
O -1.80 3.28 2.92
C -1.11 -0.97 -2.40
C 0.39 2.49 2.59
C -3.93 -1.17 1.12
H 1.12 0.18 -5.25
Se 4.71 3.19 -0.11
Se 2.53 4.42 -3.44
O 1.51 -5.46 -1.04
C 0.80 -2.10 -0.02
H -1.18 -3.84 -0.71
Se 0.74 2.45 -0.68
H 2.98 4.51 3.29
O -2.46 -2.48 -1.12
N 0.98 1.30 2.51
C -1.99 -1.36 -1.21
C 0.48 -0.18 -4.46
H -0.92 -5.55 -0.65
C -3.50 1.03 2.76
C -1.08 2.53 2.28
H 0.81 1.56 -3.21
C 3.01 -1.55 -1.50
C -2.69 0.87 1.65
C 2.47 -2.82 -1.56
Cl -5.89 -2.21 2.64
C 2.38 -0.59 -0.71
N -0.54 -4.62 -0.59
H 0.50 4.60 2.94
H -4.09 -2.02 0.48
Se 2.74 6.01 0.44
*
```

Values from the calculation:
**LUMO level (alpha / beta)**: 0.53 / 0.24 eV
**ΔE to the lowest compared entry with this formula, charge and spin**: 9.0 kcal per mole
**Expectation value of S²**: 8.871
**Kohn-Sham gap (alpha / beta)**: 0.220 / 0.210 Ha

Löwdin population analysis, charges in e, atoms 1 to 4: atom 1 (H): 0.103, atom 2 (C): -0.043, atom 3 (H): 0.121, atom 4 (N): 0.046

---

# 2
C3H4O3 | the ωB97M-V functional and the def2-TZVPD basis

The geometry in ORCA input format:
```
! wB97M-V def2-TZVPD RIJCOSX def2/J DEFGRID3
* xyz 0 1
O 0.78 -1.06 -0.49
O -1.55 -0.56 -1.30
C -1.18 0.20 -0.19
O 2.21 1.23 0.54
H -0.73 -0.84 -1.73
C 0.28 -0.15 0.16
C 1.51 0.35 0.95
H 1.82 -0.38 1.73
H -1.28 1.28 -0.39
H -1.87 -0.04 0.63
*
```

Values from the calculation:
**LUMO level**: 0.22 eV
**SMILES string**: O=CC(=O)CO
**ΔE to the lowest compared entry with this formula, charge and spin**: 51.5 kcal per mole
**Kohn-Sham gap**: 0.382 Ha

Löwdin population analysis, charges in e, atoms 1 to 4: atom 1 (O): 0.099, atom 2 (O): -0.049, atom 3 (C): -0.181, atom 4 (O): 0.082

---

# 3
C14H16BrN3O5 | the ωB97M-V functional and the def2-TZVPD basis

The geometry in ORCA input format:
```
! wB97M-V def2-TZVPD RIJCOSX def2/J DEFGRID3
* xyz 0 1
C -4.36 -3.48 -1.89
C -1.84 -1.08 -0.54
H -6.86 -1.78 -4.85
C 1.16 0.39 2.43
H -4.71 -4.71 -1.61
C 4.08 2.88 1.53
C -3.29 -1.00 -2.44
O 1.23 -0.44 3.20
O -5.53 -3.45 -3.92
C 2.61 2.30 3.34
H 2.57 1.37 4.20
O 5.40 3.17 1.06
C -4.35 -1.50 -3.13
C -5.83 -1.99 -4.67
H -1.72 0.04 -0.81
C -3.45 -2.86 -1.19
H 7.06 2.51 0.13
H -5.48 -2.29 -5.98
O 0.05 1.03 0.49
C -4.82 -3.01 -2.97
H 4.26 1.14 2.34
H 4.86 2.31 3.25
H 1.47 2.19 1.56
H 3.86 4.07 1.81
H -0.21 -1.64 2.20
H 5.57 1.71 -0.47
C 4.02 2.02 2.64
Br -2.83 -3.89 0.45
H 2.45 3.17 3.56
H 6.11 1.45 1.26
N -1.47 -1.61 0.64
O -4.94 -1.11 -4.24
C -2.93 -1.56 -1.24
C 0.10 0.16 1.46
N -0.46 -0.93 1.15
H 3.52 2.56 0.83
N 1.72 1.56 2.37
C 6.01 2.18 0.48
H -3.03 0.12 -2.42
*
```

Values from the calculation:
**LUMO level**: -0.52 eV
**ΔE to the lowest compared entry with this formula, charge and spin**: 317.7 kcal per mole
**Kohn-Sham gap**: 0.269 Ha

Löwdin population analysis, charges in e, atoms 1 to 4: atom 1 (C): -0.149, atom 2 (C): -0.081, atom 3 (H): 0.110, atom 4 (C): -0.569

---

# 4
C23H18N7PdSbSe4 | the ωB97M-V functional and the def2-TZVPD basis

The geometry in ORCA input format:
```
! wB97M-V def2-TZVPD RIJCOSX def2/J DEFGRID3
* xyz -2 1
H 1.54 4.59 1.53
C -2.53 1.99 0.45
H 1.38 1.65 4.67
N 0.82 -1.76 -2.89
C -3.11 -5.05 -2.82
C -3.68 -0.13 1.67
C -3.80 1.12 2.25
C 0.56 1.14 2.79
Se 5.25 -2.04 1.00
C -3.26 -4.01 -1.91
N -0.83 -1.37 -1.17
N -2.98 -1.51 -0.12
H 2.94 4.65 3.52
C 1.54 3.27 3.24
H 3.25 2.75 -1.97
H 0.34 0.12 3.08
H -0.03 -4.29 -4.09
H -4.33 1.24 3.18
H 4.45 0.59 -1.50
Pd -0.20 0.05 0.15
H -4.15 -3.90 -1.30
C -2.96 -0.28 0.48
N 0.36 1.46 1.50
C 0.67 2.69 1.10
N -2.36 0.79 -0.11
H -3.30 3.22 2.02
H 3.29 -1.53 -1.98
Se 4.21 1.90 1.34
H -1.86 -5.98 -4.30
H -2.02 2.81 -0.06
C -3.23 2.23 1.61
Sb 3.72 -0.42 1.98
H -4.11 -1.01 2.12
C 2.79 1.80 -2.20
C -2.23 -3.10 -1.80
C -0.93 -4.22 -3.49
C -1.08 -3.20 -2.57
C -2.05 -1.90 -0.95
C -0.22 -2.05 -2.23
H 0.96 2.64 -2.93
C 1.51 1.73 -2.70
N 2.29 4.10 4.06
H 0.52 2.90 0.05
Se 3.35 -0.61 4.40
C 1.50 -0.54 -2.66
N 0.85 0.59 -2.93
C 1.22 3.63 1.93
C 2.82 -0.59 -2.21
Se 1.60 -1.41 0.80
C 1.12 2.02 3.69
C -1.95 -5.15 -3.60
H 2.80 3.57 4.75
H -3.89 -5.79 -2.93
C 3.46 0.60 -1.95
*
```

Values from the calculation:
**LUMO level**: 4.14 eV
**ΔE to the lowest compared entry with this formula, charge and spin**: 6.5 kcal per mole
**Kohn-Sham gap**: 0.197 Ha

Löwdin population analysis, charges in e, atoms 1 to 4: atom 1 (H): 0.107, atom 2 (C): -0.181, atom 3 (H): 0.066, atom 4 (N): 0.184